(1)
10 unconnected molecules or ions with the total composition C37H54F4N3O7S. Source: the OMol25 dataset; level of theory: the ωB97M-V functional and the def2-TZVPD basis.

Geometry as XYZ:
```
106
Properties=species:S:1:pos:R:3:forces:R:3:lowdin_charge:R:1
C 15.635 32.524 12.403 0.12 -0.78 1.66 0.03
C 16.781 33.215 13.054 1.74 2.56 -1.01 -0.36
O 17.627 33.645 12.302 -0.18 -0.44 1.96 0.10
N 16.772 33.586 14.584 -0.42 -2.80 -4.70 0.01
H 15.700 33.748 14.658 -1.02 1.20 1.40 0.07
H 16.848 32.559 14.744 0.30 -0.50 1.88 0.07
C 17.724 34.479 15.144 -0.78 4.55 0.60 -0.04
H 15.012 31.862 12.998 -0.10 0.26 0.46 0.07
H 16.169 31.864 11.721 -0.73 0.64 -0.93 0.08
H 15.041 33.397 12.118 -0.15 -0.55 -0.98 0.11
H 18.764 34.498 14.812 -0.13 -1.01 0.06 0.08
H 17.542 34.500 16.236 0.70 -0.36 -0.46 0.10
H 17.427 35.604 14.875 0.33 -2.36 0.29 0.12
C 18.615 30.163 18.041 2.32 1.00 0.86 0.01
C 19.184 29.261 17.007 0.66 -7.93 1.63 -0.32
O 19.745 28.140 17.313 -2.27 5.88 -2.11 0.08
N 18.943 29.490 15.497 -2.94 0.27 2.98 0.00
H 18.732 28.616 15.043 1.48 -1.08 0.02 0.16
H 17.839 29.831 15.319 1.28 1.87 0.86 0.16
C 19.913 30.343 14.878 2.01 -0.56 -4.42 -0.05
H 19.021 29.934 19.135 -1.29 0.00 -2.59 0.16
H 17.595 30.554 17.936 0.27 -0.62 -0.11 0.08
H 19.272 30.981 17.714 -0.22 1.14 0.60 0.09
H 19.737 30.027 13.756 0.88 1.25 1.82 0.14
H 21.038 30.200 15.076 -1.97 -0.55 0.23 0.14
H 19.749 31.404 14.952 -0.71 0.23 0.35 0.08
C 15.201 32.888 18.233 -2.68 0.13 3.32 0.03
C 14.358 31.806 17.694 0.76 1.42 -2.89 -0.35
O 13.777 31.070 18.365 -1.62 -2.28 0.90 0.19
N 14.227 31.707 16.070 0.60 -1.25 3.27 0.03
H 14.188 32.701 15.768 -1.14 1.35 -0.78 0.03
H 15.102 31.369 15.641 1.32 0.20 0.85 0.04
C 13.283 30.721 15.606 -1.54 -1.94 -1.18 -0.06
H 15.193 33.821 17.793 -0.50 1.83 -1.37 0.05
H 16.162 32.609 18.296 3.76 -1.36 -0.23 0.03
H 14.949 33.006 19.369 0.00 -0.18 -2.14 0.16
H 13.129 29.728 16.225 1.55 1.79 -1.34 0.14
H 13.399 30.632 14.460 0.18 -0.51 1.90 0.12
H 12.290 31.048 15.686 -1.43 1.15 0.16 0.07
O 16.612 30.979 15.219 0.24 -2.23 -1.47 -0.35
H 16.168 30.426 14.512 0.69 0.87 0.84 0.01
O 14.261 34.041 15.092 0.97 -0.57 -0.51 -0.33
H 14.150 34.988 15.090 -0.30 0.25 0.28 -0.04
F 12.515 38.796 10.775 2.07 -0.83 -0.08 0.04
C 13.664 38.062 10.986 1.41 -1.96 4.05 -0.17
C 14.902 38.175 10.265 -4.88 2.94 -1.78 -0.05
C 15.923 37.339 10.396 -1.61 -2.72 4.76 -0.05
C 15.833 36.363 11.487 1.99 1.09 -3.17 -0.08
C 14.789 36.257 12.283 -4.45 2.27 1.69 -0.15
C 13.722 37.180 12.205 -2.59 2.54 -4.41 0.02
H 14.870 38.927 9.434 0.29 -0.70 0.78 0.14
H 16.676 37.548 9.767 3.14 -0.14 -1.80 0.06
H 16.504 35.593 11.675 1.92 -0.95 -0.47 0.05
H 14.522 35.561 13.044 1.05 -1.09 0.46 0.07
H 12.710 37.178 12.718 1.70 -0.43 -0.10 0.13
F 19.435 38.480 14.960 1.06 -2.14 -1.25 0.02
C 19.937 37.399 14.204 -1.21 0.61 -1.15 -0.22
C 19.343 37.035 12.979 -1.19 -0.30 -0.26 0.00
C 19.821 35.928 12.221 3.25 2.03 5.73 -0.09
C 20.926 35.204 12.683 1.26 -1.40 -0.09 -0.08
C 21.578 35.569 13.930 -1.93 -0.57 -3.12 -0.08
C 21.021 36.642 14.602 1.74 0.11 2.26 -0.06
H 18.355 37.391 12.547 1.42 0.35 1.12 0.13
H 19.194 35.710 11.506 -2.49 -1.71 -4.19 0.02
H 21.312 34.280 12.082 -0.76 1.84 1.18 0.13
H 22.450 35.003 14.284 -0.53 0.50 -0.04 0.11
H 21.580 36.811 15.531 -0.70 0.68 -0.11 0.12
F 12.491 28.511 11.911 0.50 0.43 0.19 0.05
C 13.662 29.040 11.501 0.81 1.10 -3.03 -0.28
C 14.872 28.510 11.942 0.91 0.08 1.47 -0.03
C 16.092 28.936 11.326 -0.54 -2.04 1.36 -0.13
C 16.122 29.702 10.205 3.40 1.53 -0.36 -0.14
C 14.964 30.303 9.816 -3.97 -1.00 1.07 -0.08
C 13.634 29.996 10.362 2.85 -3.50 2.46 0.07
H 14.920 27.802 12.843 -0.23 1.04 -1.57 0.13
H 17.048 28.537 11.675 -0.43 -0.11 0.15 0.10
H 17.249 29.979 9.749 -3.52 -0.65 1.05 0.17
H 14.984 31.034 9.109 0.06 1.73 -2.29 0.06
H 12.648 29.926 9.914 0.20 1.41 -0.43 0.11
F 16.334 41.296 14.944 -0.64 -0.06 -1.05 0.07
C 16.230 40.075 15.486 0.08 -0.87 -0.77 -0.26
C 15.690 38.916 14.818 0.83 0.28 0.70 0.01
C 15.737 37.710 15.488 0.29 -0.15 2.79 -0.09
C 16.123 37.643 16.890 1.33 2.88 -2.32 -0.08
C 16.789 38.764 17.415 -0.21 0.86 1.32 -0.07
C 16.842 39.996 16.695 -0.97 -3.80 0.55 -0.03
H 15.329 38.801 13.809 0.04 0.97 -0.32 0.09
H 15.502 36.750 15.027 -0.39 0.51 -0.21 0.06
H 16.062 36.773 17.446 -0.17 -1.71 0.86 0.05
H 17.239 38.875 18.493 -1.00 -0.89 -2.16 0.14
H 17.379 40.753 17.138 0.83 1.95 0.54 0.09
C 19.183 34.689 7.195 0.31 1.60 -1.23 -0.20
C 19.642 33.248 7.649 4.08 3.49 -3.70 -0.28
C 18.503 32.493 7.908 -2.85 -6.47 1.77 -0.33
S 16.991 33.448 7.931 -0.79 2.67 -1.12 0.71
O 16.406 33.345 9.248 -0.86 -1.13 -0.15 -0.36
O 16.196 33.395 6.673 1.70 -0.46 2.67 -0.33
C 17.841 35.097 8.040 0.33 -0.38 -3.60 -0.17
H 18.989 34.723 6.053 -0.32 -0.38 1.92 0.13
H 20.136 35.332 7.204 -1.76 -0.37 0.72 0.12
H 20.357 33.385 8.480 -0.26 -0.40 -0.49 0.12
H 20.158 32.893 6.618 -0.54 0.44 2.84 0.17
H 18.509 31.789 8.814 -0.07 2.03 0.00 0.12
H 18.519 31.548 7.323 -0.95 1.05 -1.08 0.13
H 18.056 35.323 9.056 0.09 -0.06 0.89 0.05
H 17.077 35.883 7.597 1.88 -1.65 0.62 0.14
```
Positions in Å, forces in eV/Å.

Total charge ... +1
Relative energy (zero: lowest compared OMol25 entry of this formula, charge and spin) ... 0.0 kcal per mole

***

(2)
A molecular structure, C37H54HgN3OP2. Source: the OMol25 dataset; level of theory: the ωB97M-V functional and the def2-TZVPD basis.

Geometry as XYZ:
```
98
Properties=species:S:1:pos:R:3:forces:R:3:lowdin_charge:R:1
C 0.268 3.224 0.132 -0.25 0.82 0.18 -0.40
C -1.876 2.387 0.592 -0.16 -0.89 -0.20 -0.38
C -0.161 4.553 0.226 1.10 -0.67 -0.30 -0.07
C -2.330 3.719 0.842 0.07 0.42 -0.13 -0.04
C -1.476 4.788 0.644 -0.69 -0.57 0.08 -0.08
H 0.536 5.345 -0.021 -0.13 0.09 0.13 0.10
H -3.374 3.837 1.126 0.26 0.21 -0.02 0.11
H -1.818 5.811 0.788 -0.01 -0.20 0.01 0.11
N -0.541 2.204 0.361 -0.22 -0.31 0.04 -0.02
P 2.215 1.410 0.856 0.31 0.82 -0.11 1.05
P -2.389 -0.406 0.153 -0.82 0.80 1.35 1.04
C 1.711 2.835 -0.208 -0.74 -0.06 -0.24 -0.24
H 1.754 2.512 -1.261 -0.07 0.07 0.37 0.07
H 2.373 3.704 -0.102 -0.05 -0.45 0.04 0.09
C -2.754 1.279 0.514 0.07 0.69 1.56 -0.33
H -3.784 1.502 0.825 0.27 -0.09 -0.37 0.06
C -3.420 -0.488 -1.495 0.50 -0.73 0.17 -0.65
C -3.260 -1.541 1.505 0.32 0.49 -0.80 -0.67
C 3.710 0.699 -0.027 0.07 0.09 0.42 -0.69
C 2.582 2.280 2.496 0.12 -0.37 -0.06 -0.66
C -2.827 -1.636 -2.324 -0.37 -0.07 -0.37 -0.11
H -2.923 -2.603 -1.811 -0.01 0.25 -0.12 0.07
H -3.373 -1.701 -3.278 0.19 -0.13 0.15 0.09
H -1.767 -1.473 -2.545 -0.18 -0.02 0.01 0.05
C -4.917 -0.707 -1.254 -0.16 -0.10 -0.15 -0.10
H -5.162 -1.674 -0.803 0.04 0.28 -0.12 0.06
H -5.344 0.104 -0.648 0.12 -0.23 -0.13 0.08
H -5.417 -0.665 -2.236 0.11 -0.04 0.23 0.10
C -3.335 0.849 -2.249 0.07 0.02 -0.02 -0.10
H -3.673 0.692 -3.285 0.05 -0.06 0.19 0.10
H -3.985 1.606 -1.789 0.27 -0.23 -0.11 0.09
H -2.327 1.262 -2.286 -0.23 0.01 0.12 0.03
C -3.410 -2.965 0.945 -0.11 -0.07 0.15 -0.10
H -2.443 -3.384 0.633 -0.15 0.12 0.06 0.06
H -3.806 -3.611 1.744 0.09 0.08 -0.18 0.09
H -4.103 -3.036 0.100 0.19 0.05 0.21 0.06
C -2.347 -1.608 2.735 -0.02 0.07 -0.11 -0.14
H -1.361 -2.021 2.491 -0.12 -0.01 -0.01 0.02
H -2.219 -0.625 3.205 -0.01 -0.07 -0.15 0.08
H -2.808 -2.272 3.484 0.13 0.16 -0.17 0.10
C -4.599 -0.961 1.963 -0.23 -0.18 0.18 -0.10
H -5.337 -0.862 1.163 0.22 -0.03 0.25 0.06
H -5.022 -1.650 2.710 0.02 0.20 -0.08 0.09
H -4.462 0.016 2.443 -0.02 -0.22 -0.13 0.08
C 3.458 1.340 3.338 0.15 0.12 0.27 -0.10
H 3.652 1.821 4.309 -0.06 -0.13 -0.19 0.10
H 2.939 0.390 3.536 0.35 0.32 -0.14 0.03
H 4.433 1.139 2.875 -0.28 0.05 0.18 0.06
C 1.248 2.495 3.235 -0.16 -0.10 -0.05 -0.09
H 0.546 3.100 2.650 0.11 -0.10 0.16 0.08
H 0.772 1.533 3.481 0.11 0.60 -0.13 0.01
H 1.453 3.022 4.178 -0.01 -0.12 -0.21 0.10
C 3.253 3.649 2.308 0.15 0.09 0.01 -0.08
H 3.491 4.050 3.304 -0.04 -0.12 -0.22 0.10
H 4.188 3.599 1.736 -0.25 0.03 0.18 0.07
H 2.581 4.372 1.825 0.14 -0.22 0.18 0.08
C 3.364 0.446 -1.509 -0.04 0.05 0.01 -0.10
H 3.183 1.377 -2.063 0.11 -0.26 0.12 0.08
H 4.218 -0.063 -1.985 -0.23 0.14 0.19 0.10
H 2.479 -0.195 -1.617 0.21 0.11 0.03 0.05
C 4.063 -0.652 0.619 0.16 -0.02 -0.02 -0.10
H 3.230 -1.361 0.534 0.12 0.11 -0.05 0.05
H 4.929 -1.078 0.092 -0.19 0.05 0.14 0.10
H 4.325 -0.563 1.680 -0.04 -0.01 -0.27 0.07
C 4.887 1.682 0.067 0.31 -0.12 -0.20 -0.08
H 4.625 2.677 -0.317 0.06 -0.26 0.09 0.08
H 5.276 1.783 1.089 -0.15 -0.02 -0.31 0.07
H 5.707 1.295 -0.556 -0.15 0.12 0.15 0.10
Hg 0.311 -0.191 0.968 -0.80 0.10 -0.82 0.87
C 0.843 -0.661 3.776 -1.50 -2.39 2.32 -0.01
O 0.386 -1.364 4.560 1.23 1.93 -1.89 0.10
N 0.012 0.028 -1.481 -0.48 2.39 -3.73 0.10
C -0.210 0.682 -2.443 1.42 -2.70 2.31 -0.15
C -0.142 1.057 -3.832 -0.50 0.56 -0.69 -0.21
C 0.678 0.228 -4.614 0.17 -0.22 0.03 -0.03
C -0.869 2.105 -4.437 0.16 -0.14 -0.01 -0.02
C 0.825 0.458 -5.978 -0.22 0.20 0.12 -0.06
H 1.174 -0.622 -4.131 -0.11 0.41 -0.24 0.12
C -0.728 2.327 -5.812 0.13 -0.20 0.12 -0.05
H -1.556 2.724 -3.849 0.38 -0.26 -0.20 0.12
C 0.124 1.512 -6.576 -0.05 -0.07 0.23 -0.06
H 1.471 -0.196 -6.567 -0.25 0.26 0.16 0.11
H -1.295 3.130 -6.299 0.28 -0.37 0.27 0.12
H 0.229 1.675 -7.650 -0.07 0.04 0.34 0.11
C 1.348 -6.957 1.114 0.09 -0.24 0.09 -0.04
C 1.155 -5.470 1.064 -0.03 0.05 0.02 -0.25
C 0.477 -4.868 0.002 -0.05 0.52 0.00 -0.01
C 0.309 -3.486 -0.012 0.25 0.01 0.34 -0.13
N 0.810 -2.691 0.954 0.16 -0.16 0.00 -0.03
C 1.503 -3.262 1.955 -0.28 -0.18 -0.25 -0.15
C 1.664 -4.641 2.066 0.02 0.41 -0.13 0.00
H 0.391 -7.488 1.187 0.15 0.18 -0.02 0.10
H 1.851 -7.318 0.208 -0.10 0.11 0.17 0.09
H 1.957 -7.233 1.979 -0.11 -0.02 -0.16 0.08
H 0.075 -5.453 -0.821 0.07 0.02 0.17 0.12
H -0.224 -2.981 -0.822 0.09 -0.13 0.27 0.10
H 1.939 -2.586 2.697 -0.16 -0.32 -0.29 0.08
H 2.201 -5.043 2.923 -0.10 0.01 -0.25 0.12
```
Positions in Å, forces in eV/Å.

Total charge ... +1

***

no.,total energy (eV),HOMO-LUMO gap (eV)
1,-79734.1791,7.5
2,-68508.8517,5.2